No. 1
13
Properties=species:S:1:pos:R:3:forces:R:3 method="wB97M-V/def2-TZVPD" homo_energy_ev=-7.36 gap_ev=7.68 smiles="COC[PH2]=PBr" e_tot_ha=-3412.25880 de_lowest_kj_mol=109.2
C -0.425 -0.907 2.165 0.38 1.30 -2.27
C -0.063 0.554 0.179 1.66 -1.25 0.17
O -0.283 -0.750 0.673 -1.14 -0.52 0.74
P -0.148 0.566 -1.739 2.90 0.35 1.81
P 0.919 -0.422 -3.271 -0.06 -0.01 0.40
Br 3.027 -0.015 -2.684 0.56 0.31 0.02
H -1.476 -0.986 2.467 0.14 0.02 -0.35
H -0.031 0.076 2.539 0.14 -1.45 0.52
H 0.088 -1.870 2.344 0.06 0.95 0.47
H -0.688 1.324 0.608 -0.77 0.23 -0.19
H 0.963 0.806 0.501 -0.03 0.40 -0.46
H -1.161 -0.161 -1.983 -3.65 -2.04 -0.48
H -0.722 1.785 -1.800 -0.21 1.70 -0.38

=====

No. 2
18
Properties=species:S:1:pos:R:3:forces:R:3 method="wB97M-V/def2-TZVPD" charge=-2 homo_energy_ev="-1.80 / -1.78" gap_ev="6.38 / 3.73" spin_multiplicity=2 e_tot_ha=-878.12203 s2=0.755
Hf 0.292 0.448 -1.864 2.58 1.84 -7.69
F 0.702 1.517 -3.980 -0.55 -1.43 2.54
F 1.710 2.232 -1.361 -1.83 -2.38 0.37
F -1.355 -0.435 -3.404 1.55 0.97 2.41
F 2.546 -0.390 -2.711 -1.96 0.70 1.24
F 0.387 -2.022 -1.679 -0.47 2.57 0.77
F -1.148 2.395 -1.910 1.16 -2.50 0.96
C -0.989 -0.959 2.429 -0.26 0.22 -1.39
C -1.278 0.285 1.488 0.50 -1.09 -0.05
O -1.121 0.171 0.064 -0.19 0.02 2.79
H -1.699 -1.749 2.183 0.22 -0.17 -0.35
H -1.205 -0.777 3.482 0.17 0.69 -0.02
H 0.028 -1.341 2.339 -0.10 -0.05 -0.05
H -0.617 1.114 1.741 0.42 0.24 -0.19
H -2.242 0.646 1.846 -0.47 0.27 -0.95
O 1.824 -0.188 0.151 -0.87 0.27 0.50
H 2.761 -0.266 0.329 0.30 0.25 -0.80
H 1.404 -0.682 0.855 -0.20 -0.42 -0.10